Formula: C39H83FN9O6P5S
Source: OMol25
Level of theory: ωB97M-V/def2-TZVPD

Summary:
Total charge: 0
Calculated total energy, eV: -127468.3933
Gap between HOMO and LUMO, hartree: 0.274

Positions of all 144 atoms, in Å:
C -3.81686 4.76605 -3.90847
C -3.47494 3.88250 -4.65891
C -3.10179 2.80127 -5.63701
C -2.70719 1.45027 -4.91367
C -1.31011 0.93010 -5.32988
C -0.60547 -0.13178 -4.36931
N 0.56171 -0.68589 -5.04125
C 1.12480 -0.10480 -6.23495
C 2.33422 0.89857 -6.06655
C 3.78578 0.49126 -6.48741
N 2.22281 2.09371 -5.65056
P 1.04530 -2.38580 -4.98915
C 2.93796 -2.27874 -4.81096
C 0.68119 -3.37286 -3.44006
C 0.09311 -4.76135 -3.90209
P -1.91001 -1.49295 -4.34813
C -3.55391 -1.34470 -3.57720
C -4.08006 -2.83136 -3.29750
C -2.17101 -2.27784 -6.02336
C -3.56699 -2.04895 -6.67854
C -0.18702 0.55684 -2.94385
O 0.05881 1.93719 -3.28597
C -0.65943 3.06257 -2.83056
P -0.20685 4.45852 -4.05404
O -0.72164 5.75029 -3.52243
C -0.25945 3.70830 -1.45356
C 1.02605 4.29117 -1.38239
C 1.37887 4.90924 -0.14451
C 0.35436 4.83017 0.82272
C -0.90581 4.25510 0.62342
N -1.21123 3.68354 -0.53999
C 1.33276 0.26780 -2.51416
F 1.82151 1.38680 -1.78909
C 1.68386 -0.95184 -1.63532
C 2.40422 -0.57344 -0.28380
S -1.25229 0.27891 -1.48662
C -1.65744 -1.40276 -0.96506
O -0.53244 0.78370 -0.31939
O -2.50243 1.03485 -1.45662
H -4.43241 5.53862 -3.46265
H -2.33622 3.12863 -6.36547
H -4.02379 2.64748 -6.23858
H -2.94073 1.49594 -3.83574
H -3.45209 0.73688 -5.32950
H -1.47457 0.35411 -6.27054
H -0.66389 1.77077 -5.64586
H 0.47605 0.34986 -7.00780
H 1.59900 -0.93470 -6.82324
H 4.23309 1.39914 -6.92714
H 3.71899 -0.33639 -7.21597
H 4.33684 0.17379 -5.58028
H 1.23602 2.27719 -5.44204
H 3.31113 -3.19806 -4.31894
H 3.25171 -1.35151 -4.29921
H 3.38680 -2.28144 -5.82567
H 1.58435 -3.64343 -2.84627
H -0.01770 -2.92013 -2.72507
H -0.77104 -4.65352 -4.58061
H 0.91391 -5.25494 -4.46702
H -0.19702 -5.37715 -3.03192
H -4.34406 -0.92534 -4.24318
H -3.68948 -0.82294 -2.61795
H -3.22639 -3.53968 -3.33667
H -4.84685 -3.12560 -4.03910
H -4.49173 -2.89137 -2.27034
H -1.99579 -3.37316 -6.01268
H -1.36649 -1.87549 -6.67882
H -4.00060 -1.04367 -6.52900
H -4.32354 -2.80532 -6.39324
H -3.43592 -2.16499 -7.77859
H -1.76784 3.09220 -2.86337
H 1.21031 4.48928 -4.24025
H -0.74870 4.20290 -5.33868
H 1.77452 4.30042 -2.18118
H 2.35495 5.36683 0.04066
H 0.55507 5.29075 1.80549
H -1.62482 4.26689 1.45522
H 2.02320 0.31136 -3.37486
H 0.91135 -1.68328 -1.36567
H 2.46413 -1.53975 -2.17037
H 2.68542 -1.55824 0.16166
H 1.72758 -0.09592 0.44051
H 3.35492 -0.04138 -0.44673
H -2.58520 -1.33194 -0.35893
H -0.88798 -1.78790 -0.26533
H -1.82567 -2.17417 -1.73320
O 3.76494 0.21854 4.21868
P 2.99040 1.24715 5.03030
N 2.03578 1.82054 3.71468
C 2.46578 2.71933 2.66751
C 1.09505 0.83660 3.19473
N 4.36423 2.20398 5.44119
C 4.66583 3.52628 4.94781
C 5.61127 1.47371 5.66212
N 2.04047 2.27833 6.06249
C 1.04304 3.26752 5.69908
C 2.43331 2.36863 7.46589
H 1.59486 3.15730 2.17785
H 3.08438 2.22110 1.91002
H 3.00985 3.58417 3.04254
H 0.37788 0.55534 3.97738
H 1.59848 -0.07601 2.85110
H 0.51127 1.22993 2.35907
H 5.04034 3.50250 3.91688
H 5.43494 4.00210 5.56448
H 3.80297 4.19188 5.01035
H 6.12025 1.25262 4.71435
H 5.42549 0.53132 6.17472
H 6.29058 2.04885 6.29750
H 1.49736 4.14645 5.23229
H 0.49337 3.61168 6.58019
H 0.28259 2.86420 5.03373
H 3.01393 3.27671 7.65394
H 3.03769 1.51018 7.75925
H 1.55899 2.37031 8.12347
O -2.45622 -1.27867 6.93264
P -2.16456 -2.17028 5.73719
N -3.18763 -3.47932 6.19570
C -2.89458 -4.48092 7.19580
C -4.60808 -3.15184 6.18588
N -0.48657 -2.35548 6.08628
C 0.17208 -3.56677 6.51426
C 0.17120 -1.20431 6.70071
N -1.87002 -2.98115 4.22704
C -2.27555 -4.31028 3.81190
C -0.89063 -2.38374 3.32290
H -3.54521 -5.34851 7.05153
H -3.02416 -4.10862 8.21955
H -1.89197 -4.89141 7.10238
H -4.92307 -2.87848 5.17145
H -4.84385 -2.31353 6.85187
H -5.22394 -4.00065 6.48789
H -0.03057 -3.79175 7.56889
H 1.25684 -3.47647 6.40148
H -0.10508 -4.42265 5.89569
H 0.00762 -1.18041 7.78673
H -0.20431 -0.27294 6.27888
H 1.24927 -1.22192 6.51167
H -1.71831 -5.08734 4.34282
H -2.10195 -4.45657 2.74147
H -3.34160 -4.48000 3.94939
H 0.07617 -2.88990 3.39969
H -0.74139 -1.32869 3.54813
H -1.22956 -2.43264 2.28295


Formula: C5H9NO
Source: OMol25
Level of theory: ωB97M-V/def2-TZVPD

Summary:
Total charge: 0
Calculated total energy, eV: -8865.9549
Gap between HOMO and LUMO, hartree: 0.380
ΔE to the lowest compared entry with this formula, charge and spin, eV: 3.258

Positions of all 16 atoms, in Å:
C -1.08603 -1.68847 -0.71881
N -0.18295 -0.77702 -0.09624
C -0.56776 -0.49250 1.23283
C -0.58429 0.59436 0.17182
C 0.48020 1.62490 -0.17441
O 0.15100 2.76035 -0.44712
C 1.92550 1.17682 -0.21882
H -2.09046 -1.64979 0.07101
H -0.66707 -2.70569 -0.63570
H -1.18004 -1.42341 -1.79617
H -1.66372 -1.00125 1.30803
H 0.20476 -0.55180 2.01715
H -1.59102 0.94789 -0.06551
H 2.55139 1.99007 -0.59287
H 2.25485 0.90672 0.79070
H 2.04564 0.28883 -0.84589


Formula: C3H4N2O
Source: OMol25
Level of theory: ωB97M-V/def2-TZVPD

Summary:
Total charge: 0
Calculated total energy, eV: -8203.8237
Gap between HOMO and LUMO, hartree: 0.334
ΔE to the lowest compared entry with this formula, charge and spin, eV: 0.062

Positions of all 10 atoms, in Å:
O -2.26987 0.83527 -0.01306
C -1.11625 0.43589 -0.00340
N -0.08685 0.72498 -0.88711
C 1.08392 0.03246 -0.53825
C 0.81096 -0.63148 0.60106
N -0.52090 -0.41222 0.92007
H -0.22421 1.36782 -1.65459
H 1.89157 -0.18713 -1.21045
H 1.46964 -1.29070 1.13612
H -1.03802 -0.87490 1.64960


Formula: C15H61BrO26
Source: OMol25
Level of theory: ωB97M-V/def2-TZVPD

Summary:
Total charge: 0
Calculated total energy, eV: -139815.4754
Gap between HOMO and LUMO, hartree: 0.282

Positions of all 103 atoms, in Å:
C -1.52249 5.19655 3.31618
O -1.21142 5.00290 1.90848
C -2.20467 4.10646 1.27681
C -1.99487 2.56660 1.67164
C -2.04561 1.55655 0.40810
C -0.60067 0.93844 0.08519
C -0.38816 -0.56276 0.57100
C -1.51965 -1.50921 1.07148
C -1.28338 -2.99242 1.53692
C 0.15878 -3.53403 1.51151
C 1.32401 -2.61746 1.00516
C 1.06927 -1.14380 0.51849
C 2.33633 -0.35483 0.00211
O 2.32337 0.64322 -0.76053
C 3.80378 -0.87828 0.43283
Br 5.30517 0.43623 0.26848
C 4.05142 -2.19702 0.87398
C 2.82399 -3.20495 0.98912
O 3.09550 -4.42561 1.09655
H -0.76211 5.91629 3.79941
H -2.55308 5.65966 3.51142
H -1.47258 4.22349 3.93802
H -3.23965 4.47032 1.65360
H -2.16128 4.32583 0.16130
H -2.84854 2.25286 2.37819
H -1.01533 2.49615 2.25276
H -2.32275 2.21560 -0.49576
H -2.88826 0.79851 0.50644
H 0.21343 1.57220 0.60437
H -0.42098 0.94756 -1.04808
H -2.60963 -1.16421 1.10753
H -2.18034 -3.61754 1.89447
H 0.31404 -4.61639 1.85452
H 5.13644 -2.46847 1.12957
O -0.06646 -3.31254 -1.86518
H 0.00518 -3.25527 -0.90222
H 0.78742 -3.66716 -2.14118
O -0.47975 5.34467 -0.76170
H -0.41125 5.39117 0.20614
H 0.37650 4.99783 -1.04015
O 6.51030 0.29182 -3.08278
H 5.86938 0.24438 -2.36028
H 6.49762 -0.59362 -3.46284
O 8.35184 2.05662 -4.56087
H 7.98511 2.94945 -4.59172
H 7.80768 1.60234 -3.90022
O -2.77693 -5.11173 -1.69061
H -2.24017 -4.30913 -1.76661
H -2.68464 -5.53686 -2.55308
O -2.48401 -0.19147 4.22388
H -2.46652 -1.01390 4.72682
H -2.21438 -0.45873 3.33791
O -1.29424 2.89939 5.76492
H -1.93510 2.84386 6.48405
H -1.31366 2.01817 5.36640
O -4.61482 -4.57683 1.96133
H -4.59600 -5.40343 2.45930
H -4.33169 -4.83125 1.07213
O -2.28829 0.98227 -2.23909
H -1.94075 1.76468 -2.68731
H -2.13890 0.26602 -2.87074
O -4.28859 6.22413 2.23168
H -3.55744 6.71004 1.82641
H -5.07877 6.64277 1.86528
O 6.88799 -1.92169 -1.43511
H 6.95728 -1.85743 -0.47593
H 7.74672 -2.27665 -1.70816
O -4.99615 -3.30731 -2.42704
H -5.94096 -3.46520 -2.27257
H -4.56091 -4.04727 -1.98142
O 1.68090 5.51039 2.29358
H 0.73906 5.35109 2.45144
H 2.11975 4.77121 2.73115
O 9.49683 -3.50649 -1.53391
H 9.51425 -4.32177 -1.01990
H 9.77222 -3.78337 -2.42039
O -6.46843 3.75456 1.89722
H -5.93946 4.55879 1.82226
H -6.37698 3.33305 1.03400
O -2.13924 6.47892 6.17728
H -3.07802 6.31941 6.33398
H -1.70007 5.73803 6.61350
O 7.07514 4.80368 -6.10036
H 7.42409 5.58540 -6.54649
H 7.22412 4.08777 -6.73213
O 3.88024 5.24479 -6.08871
H 3.95455 5.30275 -5.12885
H 4.73787 4.89684 -6.36839
O -4.64362 -1.52882 3.04054
H -5.29475 -1.58361 3.75001
H -4.64732 -2.41316 2.64830
O -6.85412 -5.02331 -1.87240
H -7.49968 -5.06503 -1.15637
H -6.87129 -5.90834 -2.25309
O -6.16634 -7.47000 -1.24022
H -6.09649 -7.41420 -0.27977
H -5.31097 -7.82576 -1.51546
O -4.92454 -6.72571 -4.04195
H -5.28105 -5.82693 -4.07160
H -5.47644 -7.17618 -3.39029
O 11.44150 -4.57622 -2.88469
H 12.25565 -4.48092 -2.37532
H 11.65991 -5.23748 -3.55364


> The highest gap between HOMO and LUMO belongs to which entry?

C5H9NO